# 1
The following is a quantum chemistry calculation of an isolated molecule of C12H12FN, from the OMol25 dataset.

Geometry as XYZ:
```
26
Properties=species:S:1:pos:R:3
C 0.333 -2.209 0.501
H 2.359 1.215 -1.702
H -0.078 1.202 2.736
C -1.181 -1.913 0.374
C 0.563 0.889 -0.757
C 1.740 1.189 1.617
H -2.800 -1.104 0.918
H -0.279 1.480 -2.717
C 1.939 1.146 -0.798
H -2.252 1.115 0.856
H -1.776 -2.726 0.755
F -2.602 -0.448 -1.744
H 2.441 0.902 2.610
C 2.579 1.031 0.419
C -1.635 0.432 0.237
H 2.690 -2.490 0.482
C 1.600 -2.140 0.522
H -0.059 -0.388 -2.348
C -0.350 0.546 -1.954
H -1.406 -1.929 -0.820
C -0.222 0.938 0.357
C -1.723 0.602 -1.246
N -1.901 -0.831 0.872
C 0.245 1.019 1.696
H -1.885 1.628 -1.423
H 3.660 0.844 0.557
```

Calculated values
Gap between HOMO and LUMO ... 9.3 eV
Molecular weight ... 189.2 g/mol
Energy relative to the best compared isomer or geometry (same formula, charge and spin) ... 393.5 kJ/mol

Atom charges from the natural (NBO) analysis, given in e for atoms 1 to 4: atom 1 (C): -0.031, atom 2 (H): 0.206, atom 3 (H): 0.252, atom 4 (C): -0.290

***

# 2
The following is a quantum chemistry calculation of a cluster of 2 separate species, C4H11N2O in total, from the OMol25 dataset.

Geometry as XYZ:
```
18
Properties=species:S:1:pos:R:3
H -3.415 -0.181 -0.574
C -0.166 1.399 1.184
H 3.030 -1.479 0.106
H -2.571 -0.210 1.111
C -1.335 0.171 -0.688
H -2.414 -1.582 -0.184
H -0.166 2.482 1.321
H -0.736 0.757 1.896
N 1.725 0.097 -0.490
H -1.403 0.075 -1.702
N -0.421 0.867 -0.245
H 1.284 -1.851 -0.332
H 1.590 -1.051 1.137
C -2.522 -0.493 0.008
H 0.808 1.072 1.278
C 1.975 -1.137 0.123
O 2.144 0.112 -1.790
H 2.593 0.952 -2.159
```

Calculated values
Gap between HOMO and LUMO (alpha / beta) ... 9.1 / 6.6 eV
Molecular weight ... 103.1 g/mol
Total charge ... +1
Energy relative to the best compared isomer or geometry (same formula, charge and spin) ... 735.0 kJ/mol

Atom charges from the natural (NBO) analysis, given in e for atoms 1 to 4: atom 1 (H): 0.265, atom 2 (C): -0.439, atom 3 (H): 0.284, atom 4 (H): 0.242

***

# 3
The following is a quantum chemistry calculation of a structure of composition C40H82FInN7O7, from the OMol25 dataset.

Geometry as XYZ:
```
138
Properties=species:S:1:pos:R:3
H 5.445 -2.265 1.833
N 3.701 -1.178 -0.818
H -3.577 -7.045 -3.785
O 4.293 4.303 -0.158
H -1.303 -4.157 2.242
H -8.721 -0.536 0.033
C -6.104 -0.911 -1.458
C 3.960 -1.710 0.410
C -3.531 -1.876 3.568
H -6.539 -8.193 -2.487
H 6.840 -1.187 -4.903
H 4.926 1.276 0.016
H 1.644 1.237 0.912
C -4.824 -1.873 -1.337
H 2.495 7.853 5.609
C -7.178 -1.572 -2.409
H -1.866 2.371 1.395
H -11.102 0.337 -1.101
C -1.418 -3.654 1.234
C 10.599 -1.971 -5.793
H 5.674 -0.787 -1.469
C -3.541 -6.121 -3.203
N 6.150 1.616 -3.204
H -4.925 -0.402 4.440
H -11.164 -0.291 2.011
H -4.880 -2.656 -2.153
H 4.283 7.844 1.902
H -10.200 0.985 1.136
C 6.387 -0.199 -4.838
H 5.313 -0.299 -5.008
O -3.242 -6.189 -0.834
H 4.675 8.447 6.603
N 3.288 8.192 5.084
H -3.935 0.223 3.019
C -0.748 4.455 4.064
H 5.372 7.866 3.297
C -0.001 -3.040 0.843
H -5.721 0.034 -1.933
C -11.187 0.452 1.162
C 3.285 7.792 3.783
H -12.477 -0.559 -0.280
C 4.263 9.016 5.767
C -8.686 -1.305 -2.014
H 10.955 -3.686 -3.737
H 3.756 9.902 6.157
F -2.312 -0.168 0.699
H 1.283 -3.320 -0.984
C 5.402 -1.826 0.838
H -10.697 -2.129 0.841
H -9.062 -0.316 -2.412
C 2.446 1.682 1.503
O 2.380 7.091 3.360
C 4.425 8.242 2.906
H 4.427 0.360 -2.004
H 9.653 -0.441 -4.651
H 0.960 5.898 1.239
C -11.371 -0.322 -0.223
C -6.259 -7.140 -2.573
H -0.383 -2.496 -1.280
C 4.645 -0.692 -1.803
H -7.033 -1.104 -3.432
H -5.913 -6.942 -3.584
H 4.425 2.693 -3.603
C 0.190 -3.297 -0.724
H 4.448 9.332 2.847
H 0.118 -1.960 1.119
H -2.516 -5.754 -3.200
C -9.011 -1.503 -0.483
H -2.620 -2.190 4.151
C 0.135 5.368 3.292
C 0.318 5.211 1.851
H 0.824 -3.601 1.365
H 2.062 1.941 2.492
H 5.948 -2.473 0.149
O -0.862 4.727 5.433
C -1.299 3.181 1.936
H 10.887 -1.345 -3.764
H -11.066 -2.382 -0.913
H -1.751 -4.451 0.519
H 5.070 9.324 5.109
H -2.713 2.886 5.136
H -0.247 -4.284 -1.043
C 10.075 -1.430 -4.489
H 10.824 -5.042 -4.879
H -0.321 3.954 0.039
C -1.476 3.351 3.386
H 5.218 2.040 -5.053
H -7.135 -6.522 -2.363
H -3.584 0.904 5.712
H -3.390 2.335 3.548
H 11.495 -3.506 -6.691
H -4.179 -5.363 -3.660
H 5.353 1.986 1.605
H 4.511 -1.264 -2.725
N 11.167 -3.209 -5.784
C -0.433 4.064 1.141
H -4.618 -3.744 -0.173
H 12.410 -4.312 -4.545
C 5.188 2.194 0.546
N -5.244 -6.850 -1.584
O 3.039 -2.072 1.122
H 6.114 2.586 0.125
H -6.452 -0.722 -0.411
H 2.715 -1.133 -1.034
H -1.122 1.134 5.136
N 2.864 2.902 0.849
H 2.166 3.621 0.717
H -8.418 -2.326 0.003
H -12.006 1.213 1.323
C -2.440 2.396 4.154
C -10.561 -1.678 -0.190
C -2.926 0.246 5.051
H 0.660 6.206 3.831
O 10.527 -1.338 -6.837
H 6.833 0.437 -5.605
H 6.360 1.938 -2.270
H -4.394 -2.553 3.807
C -3.978 -6.383 -1.784
C 11.343 -4.107 -4.661
H 5.865 -0.838 0.874
C -4.775 -2.646 0.070
C 5.386 2.486 -4.076
In -3.027 -2.043 1.357
H 5.932 3.423 -4.195
H -5.465 -7.000 -0.611
N -1.853 1.076 4.418
H 9.289 -2.081 -4.102
O 7.275 -0.228 -2.614
C -3.900 -0.379 3.964
H -3.865 -1.305 -1.530
H -1.784 4.579 5.720
H 3.260 0.968 1.605
H -9.303 -2.085 -2.566
H -2.515 -0.563 5.709
C 6.644 0.379 -3.471
H -7.021 -2.676 -2.567
H -5.783 -2.584 0.567
C 4.093 3.218 0.381
```

Calculated values
Gap between HOMO and LUMO ... 5.8 eV
Molecular weight ... 907.0 g/mol
Total charge ... -1

Atom charges from the Löwdin analysis, given in e for atoms 1 to 4: atom 1 (H): 0.083, atom 2 (N): 0.025, atom 3 (H): 0.079, atom 4 (O): -0.004

***

What is the molecular weight in the third record? 907.0 g/mol

***

Which of these has the highest molecular weight? C40H82FInN7O7

***

Number 2 is which compound? C4H11N2O